Record 1
DFT (wB97M-V/def2-TZVPD) results for a 2-piece molecular cluster, C2H3N3 overall.

Cartesian coordinates (Å):
C1 0.43110 -0.48507 0.35696
C2 -0.07905 0.26641 -0.72874
N1 -0.27688 1.46369 -1.32756
N2 -0.37802 0.49266 -2.10804
N3 1.04992 0.17333 1.32377
H1 0.17318 -1.58270 0.17620
H2 -2.21393 0.24690 0.17870
H3 1.29369 -0.57523 2.12871

For the HOMO-LUMO gap (spin up / spin down), the calculation gives 9.8 / 7.7 eV. As for the HOMO energy (spin up / spin down): -10.5 / -8.5 eV.

How positive or negative is each atom? The Löwdin charges in e answer that: -0.319, -0.350, 0.134, 0.160, 0.051, 0.118, 0.107, 0.099

=====

Record 2
DFT (wB97M-V/def2-TZVPD) results for a 6-piece molecular cluster, C24H60O12 overall.

Cartesian coordinates (Å):
C1 2.52043 6.47647 4.07330
O1 1.40454 5.88873 3.54971
C2 0.78488 6.59321 2.43581
C3 -0.20117 5.56747 1.74537
O2 -1.56208 5.78067 2.18936
C4 -2.53657 4.95901 1.74785
H1 3.36117 6.47676 3.37957
H2 2.79817 6.04883 5.03667
H3 2.37148 7.52659 4.32462
H4 1.47230 6.88340 1.64124
H5 0.23807 7.49306 2.71756
H6 0.03749 4.54675 2.04413
H7 -0.21166 5.67990 0.66123
H8 -2.36842 3.94879 2.12106
H9 -2.56619 4.89596 0.66008
H10 -3.56813 5.24379 1.95495
C5 3.02309 -0.07648 3.61823
O3 4.05880 -0.62319 2.72538
C6 3.93176 -0.26510 1.32601
C7 4.40267 1.20305 0.97812
O4 3.56209 2.29248 1.34145
C8 3.81801 3.68117 0.87190
H11 3.11875 1.00218 3.74248
H12 3.20439 -0.36389 4.65391
H13 1.96609 -0.25677 3.42242
H14 2.91234 -0.49272 1.01445
H15 4.50927 -1.03808 0.81898
H16 4.39113 1.32439 -0.10505
H17 5.36028 1.36739 1.47216
H18 3.71602 3.73068 -0.21219
H19 4.79132 4.12310 1.08511
H20 3.06526 4.33735 1.30881
C9 0.92987 -3.64791 -0.39010
O5 0.41880 -3.04215 -1.54274
C10 0.43259 -1.63191 -1.47827
C11 1.75161 -1.12915 -2.10249
O6 2.88784 -1.29422 -1.32008
C12 4.20653 -1.05687 -1.94832
H21 0.96972 -4.71904 -0.58805
H22 0.34792 -3.44606 0.50918
H23 1.93030 -3.30723 -0.12329
H24 0.25177 -1.35866 -0.43868
H25 -0.42823 -1.34211 -2.08086
H26 1.65854 -0.04857 -2.21104
H27 1.86994 -1.57763 -3.08888
H28 4.54421 -0.02369 -1.86700
H29 4.19844 -1.35452 -2.99686
H30 4.94805 -1.70849 -1.48610
C13 -3.03795 -2.57982 -0.08577
O7 -3.03830 -3.95496 0.35097
C14 -2.55602 -4.97246 -0.57179
C15 -1.96332 -6.20288 0.10759
O8 -0.72456 -6.07871 0.88973
C16 -0.84249 -5.51985 2.22187
H31 -3.49181 -2.35358 -1.05061
H32 -2.05760 -2.12352 0.05135
H33 -3.70553 -1.98346 0.53617
H34 -1.72918 -4.66589 -1.21245
H35 -3.26376 -5.22290 -1.36204
H36 -1.74378 -6.91818 -0.68504
H37 -2.67446 -6.77308 0.70529
H38 -1.57933 -6.10733 2.76963
H39 -1.07415 -4.45488 2.20541
H40 0.09245 -5.67556 2.76014
C17 -3.11319 0.21689 -3.42943
O9 -2.92052 -1.19249 -3.35875
C18 -2.08783 -1.69653 -4.43582
C19 -2.19752 -3.23703 -4.41543
O10 -3.31144 -3.68440 -5.14251
C20 -4.56871 -3.20165 -4.64116
H41 -3.62406 0.36212 -4.38128
H42 -2.18625 0.78261 -3.52352
H43 -3.69288 0.67313 -2.62699
H44 -1.05006 -1.39566 -4.29227
H45 -2.36337 -1.26909 -5.39991
H46 -2.21445 -3.73746 -3.44724
H47 -1.36347 -3.65948 -4.97577
H48 -5.37974 -3.84533 -4.98175
H49 -4.71567 -2.17674 -4.98184
H50 -4.62847 -3.32460 -3.55977
C21 -1.19531 2.14466 -1.09671
O11 -0.17872 2.92322 -0.38961
C22 0.62658 2.21899 0.54458
C23 -0.05989 1.66317 1.73246
O12 -0.84921 0.49088 1.36220
C24 -1.51613 -0.09031 2.47268
H51 -2.04905 1.92933 -0.45416
H52 -0.78884 1.19664 -1.44903
H53 -1.52757 2.61396 -2.02270
H54 1.36043 2.91610 0.94905
H55 1.27041 1.51901 0.01204
H56 -0.74206 2.34190 2.24438
H57 0.63669 1.58066 2.56676
H58 -0.74894 -0.67872 2.97596
H59 -2.31432 -0.77670 2.19009
H60 -1.84041 0.71305 3.13415

For the HOMO-LUMO gap, the calculation gives 9.9 eV. As for the HOMO energy: -9.3 eV. Its structure (SMILES) is COCCOC.COCCOC.COCCOC.COCCOC.COCCOC.COCCOC.

How positive or negative is each atom? The Löwdin charges in e answer that: -0.162, -0.184, -0.132, -0.128, -0.186, -0.163, 0.082, 0.091, 0.083, 0.112, 0.124, 0.102, 0.122, 0.075, 0.084, 0.091, -0.081, -0.187, -0.156, -0.156, -0.243, -0.047, 0.073, 0.079, 0.065, 0.105, 0.111, 0.100, 0.125, 0.083, 0.081, 0.069, -0.109, -0.192, -0.180, -0.211, -0.216, -0.049, 0.094, 0.078, 0.084, 0.110, 0.104, 0.115, 0.125, 0.070, 0.082, 0.085, -0.079, -0.174, -0.181, -0.168, -0.212, -0.091, 0.073, 0.070, 0.077, 0.098, 0.119, 0.121, 0.115, 0.082, 0.070, 0.083, -0.101, -0.232, -0.168, -0.187, -0.191, -0.084, 0.083, 0.072, 0.092, 0.107, 0.126, 0.113, 0.127, 0.085, 0.084, 0.082, -0.076, -0.178, -0.209, -0.180, -0.207, -0.088, 0.084, 0.065, 0.077, 0.090, 0.125, 0.102, 0.119, 0.081, 0.074, 0.086

=====

Record 3
DFT (wB97M-V/def2-TZVPD) results for a 2-piece molecular cluster, C17H36BClF2N5O5Si overall.

Cartesian coordinates (Å):
C1 0.87537 3.20347 -1.73597
C2 1.68160 2.53466 -0.64809
F1 1.36931 3.15718 0.54910
N1 1.41509 1.08584 -0.50965
C3 0.87007 0.67210 0.69171
N2 -0.37440 0.95304 0.97109
Si1 -1.25056 0.75790 2.53149
C4 -2.99106 1.36470 2.17338
C5 -0.51781 1.76465 3.90153
C6 -1.35593 -1.03230 2.99739
N3 1.60658 -0.04148 1.58892
C7 1.27902 -1.54806 1.29119
O1 1.87497 -2.34566 1.94797
O2 0.42283 -1.63748 0.38571
C8 3.03282 0.36746 1.50771
B1 3.96203 0.01363 2.76510
N4 3.49758 -0.73471 3.86599
O3 5.27723 0.46275 2.70813
C9 3.59682 -0.04949 0.14513
F2 4.72650 0.69706 -0.12875
C10 2.50824 0.17375 -0.93020
C11 3.07740 0.55366 -2.30875
C12 2.94517 -0.62984 -3.23669
O4 3.50158 -1.66075 -3.15204
Cl1 1.74784 -0.35226 -4.55614
H1 1.26338 4.19720 -1.95136
H2 0.83252 2.59261 -2.63512
H3 -0.14815 3.32987 -1.37032
H4 2.75576 2.67847 -0.78436
H5 -0.90030 1.30636 0.18313
H6 -3.09614 1.81693 1.18407
H7 -3.67766 0.51854 2.22451
H8 -3.28577 2.09497 2.92643
H9 0.34381 1.27656 4.35693
H10 -0.24148 2.77560 3.59761
H11 -1.28762 1.86145 4.67228
H12 -2.22617 -1.18074 3.63958
H13 -1.48477 -1.63672 2.09663
H14 -0.46301 -1.39604 3.50763
H15 3.02315 1.46639 1.49251
H16 2.61220 -0.50441 4.28972
H17 4.20900 -0.85603 4.57644
H18 5.39990 1.30273 3.15642
H19 3.84118 -1.11356 0.14710
H20 2.01507 -0.79294 -1.02481
H21 4.13627 0.80839 -2.26400
H22 2.54792 1.38725 -2.75470
C13 -3.68040 -0.09420 -2.09476
N5 -2.65854 -1.11707 -2.48341
C14 -1.55881 -0.42268 -3.22386
C15 -3.28812 -2.12622 -3.38114
C16 -2.01453 -1.77841 -1.28428
C17 -2.91348 -2.61963 -0.41434
O5 -3.94938 -1.81941 0.14966
H23 -3.89341 0.51187 -2.97289
H24 -4.58110 -0.59103 -1.75813
H25 -3.27480 0.52280 -1.29829
H26 -1.97821 0.05453 -4.10593
H27 -0.80627 -1.15144 -3.51417
H28 -1.11396 0.32246 -2.56812
H29 -4.12332 -2.59077 -2.86684
H30 -2.54448 -2.87269 -3.65005
H31 -3.64589 -1.61878 -4.27362
H32 -1.56134 -0.97598 -0.70116
H33 -1.21898 -2.40776 -1.68056
H34 -2.27039 -3.03474 0.36644
H35 -3.33693 -3.45690 -0.97724
H36 -4.53502 -2.39665 0.65109

For the HOMO-LUMO gap, the calculation gives 9.1 eV. As for the HOMO energy: -11.6 eV. The charge is +1.

How positive or negative is each atom? The Löwdin charges in e answer that: 0.000, -0.337, 0.020, 0.073, -0.372, 0.117, 0.514, -0.150, -0.155, -0.144, 0.109, -0.675, 0.116, -0.031, -0.090, -0.564, 0.224, 0.131, -0.203, 0.026, -0.171, -0.100, -0.750, 0.116, 0.653, 0.095, 0.071, 0.086, 0.161, 0.107, 0.018, 0.029, 0.037, 0.028, 0.040, 0.044, 0.047, 0.018, 0.045, 0.151, 0.081, 0.095, 0.107, 0.175, 0.137, 0.139, 0.077, 0.019, -0.356, -0.012, 0.022, -0.113, -0.208, -0.062, 0.112, 0.103, 0.102, 0.114, 0.076, 0.099, 0.108, 0.122, 0.116, 0.108, 0.144, 0.129, 0.124, 0.109

=====

Record 4
DFT (wB97M-V/def2-TZVPD) results for C32H67BBr26O as an isolated structure.

Cartesian coordinates (Å):
B1 -3.80363 2.38811 -0.99919
C1 -3.11982 1.50750 -2.03332
C2 -2.82690 2.34271 -3.30093
C3 -2.36478 1.48913 -4.49032
C4 -1.57090 0.23200 -4.16226
C5 -0.24250 0.43108 -3.46795
O1 0.58399 1.37000 -4.12474
C6 0.56065 2.69840 -3.66752
H1 -3.17597 3.19748 -0.37287
H2 -4.99579 2.34247 -0.82964
H3 -3.73686 0.65933 -2.32252
H4 -2.16738 1.13189 -1.63196
H5 -3.73840 2.86972 -3.61231
H6 -2.09454 3.12948 -3.06948
H7 -3.26331 1.18411 -5.03984
H8 -1.76968 2.09096 -5.18835
H9 -2.19357 -0.43103 -3.54488
H10 -1.37419 -0.30706 -5.09701
H11 0.32071 -0.50580 -3.46680
H12 -0.37055 0.73200 -2.41428
H13 -0.01942 3.37459 -4.31166
H14 1.59119 3.04097 -3.63590
H15 0.11623 2.76480 -2.66569
Br1 -5.46876 -0.77413 -4.04745
C7 -5.77101 -2.53515 -3.29595
C8 -5.16697 -2.60934 -1.92001
Br2 -3.22137 -2.68334 -1.98087
H16 -5.32060 -3.25191 -3.97521
H17 -6.84744 -2.67904 -3.24807
H18 -5.52036 -3.49057 -1.39289
H19 -5.41377 -1.73042 -1.33794
Br3 -8.14091 -4.49618 -0.69552
C9 -8.10230 -3.34045 0.87101
C10 -8.90570 -2.07334 0.69658
Br4 -8.09504 -0.79261 -0.51654
H20 -7.05436 -3.12169 1.05595
H21 -8.50552 -3.92765 1.69153
H22 -8.97945 -1.57315 1.65883
H23 -9.89598 -2.27164 0.29885
Br5 -0.32850 3.61732 0.06002
C11 1.56846 3.21214 0.17910
C12 1.77319 1.72489 0.04271
Br6 1.22431 0.76631 1.63540
H24 1.92030 3.59286 1.13252
H25 2.05539 3.73795 -0.63993
H26 2.82051 1.47464 -0.10992
H27 1.18464 1.33020 -0.78082
Br7 3.31556 -1.67772 -3.53430
C13 2.92371 -0.15030 -4.66707
C14 4.01311 0.88886 -4.61538
Br8 4.00386 1.84900 -2.92618
H28 1.96666 0.24577 -4.33361
H29 2.82823 -0.53174 -5.68068
H30 3.85877 1.63758 -5.38855
H31 5.00738 0.46233 -4.70974
Br9 -1.50460 -2.31516 0.08274
C15 0.10885 -2.87298 1.00879
C16 -0.17574 -3.50890 2.34269
Br10 -0.74560 -2.21415 3.67241
H32 0.71134 -1.97575 1.11157
H33 0.60679 -3.58472 0.35462
H34 0.72629 -3.96861 2.74264
H35 -0.96773 -4.25037 2.28814
Br11 5.27161 -2.32210 3.40812
C17 3.37487 -1.92572 3.34021
C18 2.69510 -2.13667 4.66323
Br12 2.43318 -3.99983 5.14162
H36 2.95448 -2.56055 2.56445
H37 3.27860 -0.87980 3.05566
H38 1.69561 -1.71407 4.62523
H39 3.25266 -1.68999 5.48012
Br13 -6.24524 0.60328 2.64936
C19 -7.84829 1.20310 3.56275
C20 -8.10679 0.43038 4.82809
Br14 -8.73976 -1.37980 4.49390
H40 -8.66070 1.09862 2.84896
H41 -7.69257 2.25710 3.78277
H42 -8.88704 0.91521 5.40907
H43 -7.20733 0.32662 5.42623
Br15 -6.77543 -5.18189 0.69078
C21 -5.97228 -3.76723 1.74879
C22 -4.52656 -4.03351 2.07082
Br16 -4.31587 -5.41525 3.42099
H44 -6.57146 -3.67977 2.64979
H45 -6.05620 -2.86125 1.15551
H46 -4.06091 -3.13836 2.47776
H47 -3.97227 -4.36519 1.19848
Br17 9.01638 -3.21020 3.28183
C23 9.53414 -3.34991 5.14643
C24 8.94458 -4.56391 5.81739
Br18 7.04286 -4.36897 6.12434
H48 9.19748 -2.43446 5.62293
H49 10.61995 -3.40014 5.16105
H50 9.40862 -4.71059 6.78968
H51 9.06953 -5.45514 5.21030
Br19 7.05354 5.94978 -2.50914
C25 7.40036 4.05117 -2.72268
C26 7.89633 3.69962 -4.09875
Br20 6.47663 3.74328 -5.41808
H52 6.46764 3.54135 -2.50037
H53 8.14962 3.79124 -1.97899
H54 8.25103 2.67376 -4.10550
H55 8.67163 4.37173 -4.45229
Br21 10.19725 -0.32099 -5.09468
C27 10.25198 -0.23103 -3.15957
C28 9.01272 -0.79809 -2.51904
Br22 7.46995 0.35251 -2.77007
H56 10.38040 0.81767 -2.90889
H57 11.12686 -0.79357 -2.84357
H58 9.15662 -0.89001 -1.44536
H59 8.73956 -1.76098 -2.93868
Br23 5.21350 1.44015 2.70794
C29 4.65912 2.85087 3.92110
C30 4.23059 2.32694 5.26919
Br24 2.51988 1.42187 5.16382
H60 3.84239 3.36912 3.42794
H61 5.51199 3.51650 4.02711
H62 4.10612 3.15209 5.96574
H63 4.94112 1.60891 5.66779
Br25 -8.42682 3.34502 -0.67424
C31 -6.83137 4.43539 -0.48289
C32 -6.06771 4.10302 0.76892
Br26 -6.95515 4.77905 2.36554
H64 -7.15764 5.47072 -0.49904
H65 -6.21417 4.22253 -1.34858
H66 -5.08541 4.56827 0.75201
H67 -5.96972 3.03039 0.90661

For the HOMO-LUMO gap, the calculation gives 6.2 eV. As for the HOMO energy: -6.1 eV.

Löwdin atomic charge list, values in e, 99 entries: -0.034, -0.231, -0.197, -0.198, -0.180, -0.214, -0.242, -0.112, 0.012, 0.042, 0.033, 0.088, 0.113, 0.095, 0.087, 0.108, 0.052, 0.125, 0.110, 0.105, 0.092, 0.037, 0.040, 0.690, -0.672, -0.691, 0.607, 0.056, 0.045, 0.012, 0.007, 0.505, -0.779, -0.635, 0.635, -0.109, 0.073, -0.009, 0.051, 0.690, -0.661, -0.699, 0.673, 0.045, 0.057, 0.027, 0.027, 0.613, -0.680, -0.655, 0.663, -0.002, 0.070, 0.056, 0.022, 0.566, -0.674, -0.663, 0.649, -0.022, 0.068, 0.015, 0.046, 0.579, -0.718, -0.748, 0.632, 0.043, -0.035, -0.036, 0.035, 0.628, -0.682, -0.674, 0.642, 0.056, 0.014, 0.062, 0.052, 0.672, -0.612, -0.673, 0.626, 0.087, 0.076, 0.051, 0.039, 0.595, -0.700, -0.705, 0.607, 0.049, 0.056, 0.058, 0.050, 0.609, -0.733, -0.710, 0.624

=====

Record 5
DFT (wB97M-V/def2-TZVPD) results for C4H6O as an isolated structure.

Cartesian coordinates (Å):
C1 -1.16330 -0.65234 0.56454
C2 0.01494 0.27461 0.46298
C3 1.39208 -0.04899 -0.07623
O1 1.13822 0.91251 -1.16820
C4 -0.05566 1.14851 -0.54437
H1 -2.08167 -0.10257 0.80175
H2 -1.32141 -1.08077 -0.44011
H3 -1.00281 -1.46676 1.26364
H4 1.54582 -1.08758 -0.38540
H5 2.28210 0.32356 0.43449
H6 -0.86212 1.75727 -0.94045

For the HOMO-LUMO gap, the calculation gives 9.4 eV. As for the HOMO energy: -8.4 eV.

How positive or negative is each atom? The Löwdin charges in e answer that: -0.080, -0.240, -0.108, -0.039, -0.139, 0.079, 0.084, 0.065, 0.126, 0.118, 0.133

=====

Number 1: total energy -6585.0311 eV. Number 2: total energy -50420.6675 eV. Number 3: total energy -62410.4501 eV. Number 4: total energy -1858089.4716 eV. Number 5: total energy -6289.7066 eV.